1.
An isolated molecule of C5H11NO. Source: OMol25; level of theory: the ωB97M-V functional and the def2-TZVPD basis.

Properties
Energy relative to the best compared isomer or geometry (same formula, charge and spin)   1.652 eV
Energy   -8900.04500 eV
Multiplicity   1

```
18
Properties=species:S:1:pos:R:3:forces:R:3:mulliken_charge:R:1
C -1.079034 -0.129397 1.327285 -0.004 -0.037 0.008 -0.93
H -2.574524 1.967512 -0.229988 0.117 0.035 0.080 0.25
H 2.435874 -1.069526 -1.702843 0.111 -0.039 -0.064 0.36
H -1.498153 -0.103128 -0.850907 0.132 -0.125 0.097 0.40
H 0.757974 1.030433 0.926401 -0.064 0.115 0.038 0.43
C 0.171611 0.199257 0.552379 -0.059 -0.225 -0.275 -0.11
H -1.292175 0.470125 2.201118 -0.038 0.103 0.000 0.27
C -1.164008 0.525749 -0.033298 0.110 -0.235 0.089 0.07
O 0.301428 -1.957072 -0.596676 -0.256 -0.205 -0.127 -0.57
H 2.516188 0.491037 -0.865285 0.080 0.102 0.015 0.37
H -0.230674 -2.341084 0.107897 0.064 -0.025 -0.004 0.32
C 1.851030 -0.286902 -1.228215 -0.251 -0.352 0.293 -1.36
H -1.389250 -1.159060 1.431911 -0.028 -0.154 -0.039 0.17
C 1.046283 -0.878257 -0.073908 0.392 0.456 0.183 0.07
H 1.742493 -1.256105 0.698045 -0.140 0.098 -0.147 0.25
H 1.169279 0.135524 -1.960744 -0.061 0.088 -0.111 0.34
H -1.201479 2.474696 0.519808 -0.094 0.025 -0.075 0.25
N -1.562861 1.886195 -0.222978 -0.010 0.375 0.038 -0.58
```
Forces are in eV/Å.

***

2.
A cluster of 2 separate species, C19H36BBrIN3O8P in total. Source: OMol25; level of theory: the ωB97M-V functional and the def2-TZVPD basis.

Properties
Energy   -129235.47600 eV
Multiplicity   1
Total charge   +1

```
70
Properties=species:S:1:pos:R:3:forces:R:3:mulliken_charge:R:1
H 1.222527 1.924616 -1.250441 -0.209 0.564 0.062 0.21
H -2.433505 1.789083 -1.539916 0.111 -0.054 0.239 0.16
O 0.446323 1.551035 -0.809942 -0.206 -0.869 0.364 -0.60
H 1.417784 -5.049009 1.337485 0.114 0.254 -0.069 0.22
O -1.122305 0.053403 2.838157 -1.002 -0.909 -0.348 -0.46
H 4.429725 4.340870 -5.066760 -0.041 0.017 -0.029 0.30
C 0.733678 -3.829910 2.956444 -0.196 -0.259 -0.457 -0.67
H 2.585976 5.985907 -3.242589 0.071 0.024 0.016 0.32
H 3.993147 6.510929 -1.627395 0.088 0.003 0.012 0.27
C 1.517078 -1.134017 1.979014 -0.919 -1.241 0.547 -2.72
H -1.013527 -3.506952 1.755057 0.221 0.301 -0.290 0.12
O 3.152335 4.074091 -2.676746 -0.187 -0.347 0.132 -0.36
O 0.649424 0.188269 -2.716409 -0.691 -0.943 0.605 -0.60
H -4.034776 -0.712753 1.967011 0.460 0.018 0.338 0.15
C 4.122154 5.275890 -4.595563 0.146 -0.067 0.115 -1.05
H 3.074903 5.609126 -0.428289 0.026 -0.018 0.022 0.28
H 4.234877 3.508238 -1.072621 -0.083 -0.064 -0.089 0.33
C -0.819438 -0.700505 -0.726238 2.529 -0.876 -0.591 -0.48
H 3.372762 -0.794370 3.179806 0.089 0.491 -0.125 0.58
H -1.465834 1.805327 0.752753 0.231 -0.435 -0.197 0.41
O -1.402028 -1.501118 -1.758422 -1.038 0.354 0.291 -0.39
O -3.701254 2.770839 -0.310773 0.669 -0.030 0.197 -0.54
H 2.122020 -1.782216 -0.792003 0.254 0.188 0.079 0.48
H 2.095681 4.670416 -4.286522 -0.012 -0.111 0.123 0.31
C 0.257017 -1.720192 -0.120169 0.752 0.756 0.811 0.41
H -2.920113 1.154157 1.414272 0.218 -0.798 0.046 0.84
N -2.667026 -1.353707 0.469877 -0.106 -0.991 1.674 -0.34
H -4.570565 -4.621549 2.738394 -0.079 0.150 0.064 0.34
H 1.679710 -3.449037 -2.684558 -0.047 -0.077 -0.432 0.34
H -3.405769 -1.130188 -0.193197 0.468 0.288 -0.388 0.42
B 0.118531 0.385151 -1.462242 1.115 1.825 -0.055 1.05
C 0.201530 -1.661302 1.529167 -0.496 0.806 -1.792 4.03
H -3.831920 0.870762 -0.984729 0.471 -0.246 0.094 0.27
O 0.788018 -3.101179 -2.550277 -0.389 0.346 1.073 -0.45
C -3.367233 -1.561276 1.751333 -1.453 -0.438 -0.203 -0.66
C -4.309274 -2.785778 1.557488 0.057 -0.023 0.674 -0.21
C -0.663437 -0.346866 1.587295 2.117 -0.289 1.892 -3.23
H 5.168395 4.350867 -2.290595 -0.001 0.068 0.001 0.30
Br 1.406559 -3.156123 4.689521 -0.150 -0.113 -0.372 -0.13
H -3.703747 -3.334451 3.600225 -0.112 -0.176 -0.099 0.34
H 0.164320 -4.716481 3.247113 0.066 0.230 0.192 0.73
H 4.834137 5.766865 -0.269691 -0.010 -0.025 -0.005 0.40
C -2.244592 1.062068 0.558919 -0.586 1.613 -1.007 -0.94
C 2.500843 -0.804128 2.567036 0.401 -0.354 0.373 0.12
H -0.881950 -2.480725 3.160982 0.087 -0.074 -0.182 0.58
P 0.518893 -3.404470 -0.941811 0.105 -1.037 0.139 -0.26
C 4.207114 4.350497 -1.766844 0.101 0.118 0.031 -0.31
H -4.109824 2.654284 0.553027 -0.239 0.135 -0.043 0.35
H 2.431964 -3.567430 1.545050 -0.207 -0.021 0.024 0.23
C -2.183623 -0.865858 -2.580088 -0.473 0.289 -0.110 0.67
N -2.941083 -0.276779 -3.220937 0.333 -0.306 0.047 -0.54
C -0.307938 -2.881556 2.313405 0.091 0.202 1.022 -1.10
I -1.557453 -4.726879 -0.894291 0.313 0.422 -0.130 -0.07
H 4.981891 5.664896 -4.048280 -0.032 0.086 -0.028 0.27
H 3.871565 5.995006 -5.375615 -0.028 -0.021 0.009 0.38
H 0.126086 0.392854 1.414681 -0.632 0.064 -1.532 1.15
H 2.550180 -4.915877 2.672783 -0.065 0.069 -0.157 0.51
C 1.854178 -4.341897 2.051953 0.109 -0.247 0.621 -1.13
H -5.289852 -2.433130 1.221821 0.214 -0.127 -0.265 0.49
C -3.038061 1.564046 -0.658856 -0.991 -0.106 -0.186 -0.23
H -3.902542 -3.474123 0.812029 0.050 0.231 0.021 0.06
H -0.680028 0.872329 3.076837 -0.015 0.039 0.137 0.48
N -1.667223 -0.323403 0.466770 -1.173 1.011 -0.461 1.79
H -5.448700 -3.212263 3.375429 0.148 -0.154 0.027 0.35
O 1.556110 -1.118595 -0.369025 -0.676 -0.180 -1.126 -0.48
H 1.607446 0.267343 -2.669497 0.064 0.173 -0.435 0.30
C 2.926912 5.046308 -3.688617 -0.009 0.143 -0.166 -0.37
C -4.521421 -3.542714 2.899916 0.014 0.362 -0.255 -1.25
C 4.016791 5.634522 -0.979369 -0.093 0.067 -0.069 -1.07
H -2.732541 -1.771176 2.608299 0.345 0.321 -0.414 0.32
```
Forces are in eV/Å.

***

3.
A cluster of 2 separate species, C5H12N2O in total. Source: OMol25; level of theory: the ωB97M-V functional and the def2-TZVPD basis.

Properties
Energy relative to the best compared isomer or geometry (same formula, charge and spin)   2.148 eV
Energy   -10406.27575 eV
Multiplicity   1

```
20
Properties=species:S:1:pos:R:3:forces:R:3:mulliken_charge:R:1
H -2.527215 -1.240630 0.356504 -0.147 0.051 -0.060 0.30
C 1.348266 0.122023 -0.306668 -2.036 -1.074 -0.235 0.83
H -3.691882 0.075502 0.075603 0.079 0.081 0.041 0.34
H 0.388884 0.032508 -2.235109 0.252 -0.064 0.116 0.26
H 2.076983 1.928663 0.168781 0.011 -0.316 0.274 0.26
H 1.214476 1.546687 -1.916457 0.057 -0.064 0.028 0.39
N 2.055899 0.971862 0.516197 0.445 0.493 0.570 -0.60
H 1.682466 -1.176478 1.893161 -0.301 -0.307 0.032 0.18
C 1.281337 0.463580 -1.769115 -0.019 0.013 0.129 -1.35
H -2.424499 -0.275580 -1.138045 -0.193 0.058 0.082 0.22
H 1.716426 0.928607 1.475236 0.190 0.309 -0.250 0.23
H 0.566618 -2.382145 1.583472 0.154 0.464 0.074 0.24
H 2.174011 0.093694 -2.283174 -0.094 0.125 -0.075 0.35
C 0.646233 -0.926232 0.199597 1.149 0.088 -2.031 -0.52
N 0.765140 -1.387503 1.500818 0.195 -0.194 1.497 -0.60
O -1.436189 1.816312 0.111013 -0.111 -2.249 0.935 -0.54
C -1.733431 0.723923 0.614024 -0.980 2.889 -0.635 0.24
H -1.610765 0.559615 1.700564 0.606 -0.145 -0.158 0.32
H 0.164903 -1.631790 -0.475474 -0.070 0.392 -0.082 0.36
C -2.657663 -0.242615 -0.070927 0.814 -0.552 -0.253 -0.91
```
Forces are in eV/Å.